1.
135
Properties=species:S:1:pos:R:3:lowdin_charge:R:1 method="wB97M-V/def2-TZVPD" orbital_gap_ev=9.7 smiles="CCCCCCCCCN(OC#N)[C@H](CCF)CO[C@@](CCCCCCOC(C)=O)(C[C@@H](C)O)B(O)O.COCCOC.COCCOC.COCCOC" spin_multiplicity=1 e_tot_ha=-2708.0528 e_lumo_ev=0.602 charge=0
C -2.45280 -3.51189 -0.03488 -0.1253
C -2.69652 -4.18011 1.32386 -0.2289
C -1.65775 -3.78632 2.37373 -0.2171
C -1.44828 -2.27233 2.47139 -0.2156
C -1.09310 -1.78852 3.87820 -0.2087
C -0.90890 -0.26395 3.89457 -0.1943
C -2.23674 0.51101 4.04287 -0.1704
C -2.80920 0.99878 2.70396 -0.1746
C -3.17517 2.47108 2.74271 -0.1699
N -3.98877 2.84067 1.60186 -0.0559
O -4.63655 4.12300 1.83724 0.0485
C -3.73861 4.99946 2.15262 -0.3506
N -2.93149 5.78914 2.45010 0.1880
C -3.39778 2.82211 0.26348 -0.2393
C -3.57303 1.44396 -0.37039 -0.1177
C -5.03137 1.11808 -0.59643 -0.1832
F -5.18714 -0.26341 -0.75314 -0.0682
C -1.95868 3.33663 0.11220 -0.1510
O -1.05875 2.27899 0.22692 -0.0825
C 0.31741 2.62254 0.07093 -0.3242
C 1.03849 1.26868 0.25624 -0.0946
C 2.50562 1.16937 -0.17587 -0.1367
C 2.63758 0.46245 -1.54473 -0.1771
C 3.28802 -0.92991 -1.48118 -0.1784
C 2.27179 -2.04946 -1.26574 -0.1644
C 1.57769 -2.55382 -2.51190 -0.1625
O 1.06121 -1.49325 -3.33468 0.0048
C -0.26535 -1.24288 -3.30906 -0.5139
C -1.00299 -1.50856 -2.02664 0.0087
O -0.80342 -0.74637 -4.27951 0.0839
C 0.60887 3.33590 -1.25743 -0.0578
C 0.09963 2.71193 -2.57964 -0.3664
C 1.14532 2.79371 -3.69546 -0.0261
O -0.36727 1.37911 -2.38955 -0.0529
B 0.84682 3.55909 1.25404 -0.6312
O 1.94686 4.36968 1.02637 0.1341
O 0.25638 3.49560 2.48823 0.1929
H -2.87120 -4.10997 -0.84054 -0.0090
H -1.38999 -3.37304 -0.22328 0.0666
H -2.93864 -2.53980 -0.07951 0.0776
H -2.69917 -5.26021 1.19757 0.0986
H -3.66664 -3.86038 1.70305 0.1079
H -1.99332 -4.12114 3.35563 0.1032
H -0.70973 -4.28298 2.16758 0.1108
H -0.64748 -1.93421 1.81557 0.1078
H -2.37471 -1.77090 2.18635 0.1077
H -1.90613 -2.03974 4.55902 0.1058
H -0.18126 -2.27108 4.22801 0.1106
H -0.26672 0.01537 4.72747 0.1042
H -0.42442 0.03728 2.96779 0.0888
H -2.03193 1.37699 4.67099 0.1057
H -2.95579 -0.12778 4.54880 0.1077
H -3.72730 0.45918 2.46907 0.1210
H -2.08901 0.81171 1.91526 0.0879
H -3.78195 2.64308 3.63223 0.1389
H -2.26793 3.07136 2.86039 0.1102
H -4.00646 3.49291 -0.34388 0.1578
H -3.07521 1.50228 -1.33905 0.1214
H -3.06768 0.65848 0.17596 0.1021
H -5.37469 1.56886 -1.52749 0.1207
H -5.66263 1.44398 0.22630 0.1161
H -1.74847 4.10855 0.86030 0.1073
H -1.91202 3.83312 -0.86200 0.1319
H 0.42635 0.51629 -0.23121 0.0967
H 0.98540 1.05567 1.32758 0.1106
H 3.01907 0.55312 0.56024 0.1077
H 3.00192 2.13584 -0.19109 0.1085
H 1.62568 0.31106 -1.89737 0.0743
H 3.17692 1.07232 -2.26273 0.1017
H 3.87114 -1.08618 -2.38790 0.1128
H 3.98586 -0.98446 -0.64552 0.0995
H 2.79511 -2.90566 -0.83586 0.1102
H 1.53083 -1.75013 -0.52439 0.1034
H 0.78460 -3.24176 -2.22917 0.1163
H 2.26529 -3.12233 -3.13307 0.1297
H -0.41282 -1.16844 -1.18061 0.0726
H -1.91927 -0.93147 -2.04256 0.0939
H -1.22352 -2.56009 -1.86364 0.0568
H 1.67634 3.50616 -1.34338 0.1121
H 0.17248 4.33314 -1.20186 0.1147
H -0.74202 3.32024 -2.92355 0.1309
H 1.03161 3.73447 -4.22923 0.0797
H 1.02679 1.96318 -4.38686 0.0864
H 2.15922 2.75204 -3.30711 0.0611
H -0.93066 1.15382 -3.13574 0.0802
H 1.84401 5.29897 1.25840 0.0275
H 0.44771 4.27261 3.02295 0.1092
C -3.05298 -5.63562 -5.07364 -0.1054
O -3.93832 -6.50713 -4.39374 -0.1870
C -3.35884 -7.14853 -3.27168 -0.2032
C -3.74074 -6.47613 -1.97190 -0.1786
O -3.22525 -5.15910 -1.88465 -0.2478
C -4.17331 -4.15242 -2.19580 -0.0991
H -3.65007 -5.02054 -5.74411 0.0912
H -2.51621 -4.98372 -4.38066 0.0808
H -2.32965 -6.20448 -5.66777 0.0893
H -2.26902 -7.18301 -3.36953 0.1270
H -3.72910 -8.17833 -3.25655 0.1267
H -3.31699 -7.04924 -1.14112 0.1295
H -4.82920 -6.46964 -1.85901 0.1329
H -4.86957 -4.00588 -1.36315 0.1093
H -4.73693 -4.38732 -3.10097 0.0979
H -3.62199 -3.22760 -2.35797 0.0900
C 6.56808 -3.43808 -1.23835 -0.1073
O 5.49947 -4.21639 -0.72823 -0.2030
C 5.67356 -5.61182 -0.90940 -0.2061
C 6.16913 -6.29113 0.34742 -0.2078
O 7.46779 -5.85701 0.71100 -0.1893
C 7.47657 -4.88479 1.73984 -0.1104
H 6.46318 -2.43313 -0.83264 0.0851
H 7.54255 -3.83704 -0.94907 0.0847
H 6.51213 -3.38301 -2.33092 0.0896
H 6.36075 -5.80790 -1.73812 0.1270
H 4.69765 -6.03132 -1.17348 0.1249
H 6.22387 -7.36873 0.16536 0.1257
H 5.46436 -6.12130 1.16749 0.1264
H 7.27418 -5.34704 2.71217 0.0887
H 6.74226 -4.09701 1.55732 0.0827
H 8.47101 -4.44274 1.76267 0.0891
C 0.47259 6.58886 1.46918 -0.0934
O 1.64919 6.70403 2.25348 -0.1916
C 2.64312 7.53573 1.67749 -0.1821
C 2.63860 8.92306 2.27931 -0.1993
O 1.43967 9.62133 1.99541 -0.1863
C 0.50543 9.61234 3.06015 -0.1042
H -0.30367 6.15933 2.10103 0.0808
H 0.12525 7.55733 1.10544 0.1082
H 0.64657 5.92381 0.61461 0.0880
H 2.50971 7.59721 0.59315 0.1395
H 3.61378 7.06938 1.87266 0.1365
H 3.46205 9.49720 1.84372 0.1288
H 2.80183 8.86283 3.36006 0.1290
H 0.81294 10.30546 3.85088 0.0899
H 0.38532 8.61323 3.48412 0.0840
H -0.45100 9.94049 2.65801 0.0918

2.
53
Properties=species:S:1:pos:R:3:lowdin_spin:R:1 method="wB97M-V/def2-TZVPD" orbital_gap_ev="7.1 / 4.6" spin_multiplicity=4 s2=3.788 de_lowest_kj_mol=94.8 e_tot_ha=-4173.2137 e_lumo_ev="-0.852 / -3.485" charge=0
V 0.84132 -0.65789 0.82425 1.8688
N 4.63052 1.14861 0.38965 -0.0075
C 3.45762 0.70251 0.87045 -0.0035
S 3.22032 -1.01299 1.00295 0.0268
N 2.53562 1.53371 1.26155 0.0064
N 1.38812 0.95231 1.63355 -0.0325
C 0.66272 1.59031 2.51845 0.0604
C -0.44728 1.00091 3.17375 -0.0007
C -1.26058 1.75481 4.04045 0.0138
C -2.29818 1.17391 4.72725 -0.0078
C -2.54968 -0.19369 4.59125 0.0164
C -1.76228 -0.97219 3.77865 -0.0087
C -0.69878 -0.40979 3.04485 0.0239
O 0.03802 -1.13139 2.28025 0.0164
H 5.37322 0.48191 0.27075 -0.0003
H 4.83712 2.13431 0.41855 -0.0003
H 0.99322 2.58321 2.82025 0.0025
H -1.06768 2.81461 4.13675 0.0006
H -2.91848 1.76931 5.37935 -0.0008
H -3.35668 -0.64859 5.14195 0.0011
H -1.93678 -2.03109 3.67095 -0.0006
O -2.74518 1.99511 0.92885 0.0240
C -2.81058 2.23711 -0.38555 0.0249
C -3.71928 3.19611 -0.84335 -0.0036
C -3.85888 3.44101 -2.19185 0.0234
C -3.08748 2.74721 -3.12025 0.0005
C -2.14778 1.84011 -2.68865 0.0134
C -1.98198 1.58171 -1.32435 0.0209
C -0.90178 0.71451 -0.85705 0.0655
O -0.82358 0.33361 0.34845 0.0771
N 0.05272 0.40081 -1.72525 0.3202
N 1.11012 -0.21249 -1.18105 0.1763
C 1.83492 -0.79479 -2.10365 0.0591
S 1.12512 -0.95379 -3.68545 0.0484
C 2.58852 -1.75339 -4.44275 0.0067
C 3.34802 -2.46539 -3.35005 0.0093
S 3.47552 -1.31059 -1.93285 0.1221
H -2.09058 1.27541 1.07645 -0.0004
H -4.30748 3.72131 -0.10815 -0.0007
H -4.57748 4.17571 -2.52425 0.0013
H -3.22338 2.93271 -4.17445 -0.0004
H -1.52938 1.30801 -3.39295 -0.0004
H 3.19252 -0.97939 -4.92065 0.0019
H 2.21532 -2.44539 -5.19675 0.0005
H 4.35842 -2.73979 -3.64825 0.0000
H 2.81812 -3.35129 -2.99445 0.0025
F -0.67738 -2.27679 -0.39825 0.0090
Sb 0.23952 -3.99539 -0.19605 0.0006
F 0.28472 -4.06829 -2.12315 0.0001
F -1.39058 -4.93199 -0.07675 0.0001
F 1.31002 -5.54269 -0.03095 0.0001
F 0.35052 -3.65449 1.67365 0.0034
F 1.88702 -3.00729 -0.38615 0.0193

3.
27
Properties=species:S:1:pos:R:3:lowdin_charge:R:1 method="wB97M-V/def2-TZVPD" orbital_gap_ev=10.4 spin_multiplicity=1 de_lowest_kj_mol=544.2 e_tot_ha=-555.1206 e_lumo_ev=-2.974 charge=+1
Cs -6.21399 -1.41335 15.26570 1.8767
C -8.00108 -2.82052 18.43964 -0.0621
C -7.82471 -3.93369 17.36425 -0.2299
O -6.90693 -3.49359 16.35153 -0.4823
H -8.86809 -3.04730 19.06010 0.0803
H -8.25210 -1.86155 17.98634 0.0615
H -7.13500 -2.71554 19.09307 0.0799
H -8.76792 -4.09760 16.84310 0.1221
H -7.53695 -4.87241 17.83764 0.1238
H -7.41141 -3.19336 15.59195 -0.0496
C -5.68544 -4.18424 14.46016 -0.1909
C -5.73585 -4.98020 13.18967 -0.2656
O -6.97215 -5.73194 13.11220 -0.0582
H -6.03641 -4.71516 15.34506 0.0958
H -6.20950 -3.24032 14.31024 -0.1152
H -4.64959 -3.97551 14.72765 0.0986
H -4.88793 -5.65089 13.05070 0.1282
H -5.77283 -4.28154 12.35384 0.0914
H -6.86393 -6.57063 13.56659 0.0882
C -3.75650 -1.84379 13.63575 -0.7842
O -4.20520 -1.22262 14.57012 -0.4809
N -4.40180 -2.49222 12.70196 0.1620
N -2.46212 -2.02754 13.51336 0.2074
H -5.40826 -2.57669 12.70194 0.0891
H -3.88810 -2.91252 11.94067 0.1431
H -1.89377 -1.62680 14.24580 0.1417
H -2.12961 -2.51967 12.69645 0.1291

4.
9
Properties=species:S:1:pos:R:3:nbo_charge:R:1 method="wB97M-V/def2-TZVPD" orbital_gap_ev="10.8 / 5.2" spin_multiplicity=1 de_lowest_kj_mol=251.0 e_tot_ha=-849.1062 e_lumo_ev="0.230 / -3.522" charge=0
C -0.09069 -0.93336 -1.74218 0.8040
C -1.39198 -1.63864 -1.48576 0.6116
O 0.25531 -0.92147 -3.03856 -0.6756
F -0.03815 0.29706 -1.21083 -0.3190
F 0.89840 -1.65650 -1.01697 -0.3462
F -2.52013 -1.21106 -1.01003 -0.2790
F -1.35946 -2.96850 -1.44918 -0.3010
I 0.54974 3.61454 -1.89104 -0.0007
H 0.27097 -0.02330 -3.35480 0.5060

5.
13
Properties=species:S:1:pos:R:3:nbo_charge:R:1 method="wB97M-V/def2-TZVPD" orbital_gap_ev=8.8 spin_multiplicity=1 de_lowest_kj_mol=127.6 e_tot_ha=-1424.7564 e_lumo_ev=0.277 charge=0
C -1.08683 1.64695 -1.45748 -0.7578
C 1.78185 -1.56955 1.01378 -0.8424
O 0.89124 -0.04491 -0.91409 -0.9298
O 3.23323 0.34051 -0.15236 -0.9255
S 0.26476 1.59963 1.41472 -0.4727
S 0.57772 1.57385 -0.52711 0.9077
S 2.40760 -0.73944 -0.56634 1.5422
H -1.12630 2.49187 -2.18416 0.2399
H -1.84723 1.87274 -0.67297 0.2505
H -1.12266 0.59808 -1.92149 0.2580
H 0.72544 -1.36586 1.06591 0.2535
H 2.16992 -1.12934 1.93053 0.2552
H 2.00212 -2.65164 0.80808 0.2212

6.
8
Properties=species:S:1:pos:R:3:nbo_charge:R:1 method="wB97M-V/def2-TZVPD" orbital_gap_ev="7.9 / 7.9" spin_multiplicity=1 de_lowest_kj_mol=429.4 e_tot_ha=-262.9215 e_lumo_ev="-1.475 / -1.471" charge=0
C -0.35549 0.98336 -0.17047 -0.3791
C 0.90294 0.20657 0.08866 0.0212
C -1.31559 0.09597 -0.18304 0.3808
C -0.40135 -2.02726 0.21330 0.2631
N 1.02688 -1.01295 0.25294 -0.3458
N -1.27087 -1.13525 -0.02057 -0.4378
H -0.36111 2.04406 -0.30114 0.2527
H 1.77457 0.84550 0.12032 0.2448

7.
12
Properties=species:S:1:pos:R:3:nbo_charge:R:1 method="wB97M-V/def2-TZVPD" orbital_gap_ev=8.9 smiles="O=c1cccncn1" spin_multiplicity=1 de_lowest_kj_mol=157.1 e_tot_ha=-377.6042 e_lumo_ev=-1.033 charge=0
O -2.77485 0.31259 0.48986 -0.5056
C -1.57347 0.29353 0.33486 0.5897
C -0.95705 -0.28884 -0.89464 -0.1959
C 0.31888 -0.50664 -1.19333 -0.2528
C 1.52583 -0.32990 -0.33515 0.1470
N 1.66242 0.27128 0.78686 -0.4446
C 0.46818 0.73006 1.47588 0.3270
N -0.78413 0.81363 1.29643 -0.4904
H -1.75101 -0.71283 -1.63778 0.2393
H 0.61257 -0.82525 -2.15521 0.2222
H 2.46114 -0.73142 -0.65779 0.1932
H 0.79149 0.97379 2.49002 0.1709

8.
14
Properties=species:S:1:pos:R:3:lowdin_spin:R:1 method="wB97M-V/def2-TZVPD" orbital_gap_ev="6.5 / 6.5" spin_multiplicity=3 s2=2.005 de_lowest_kj_mol=308.5 e_tot_ha=-579.9635 e_lumo_ev="-3.331 / -7.516" charge=+1
C 1.26069 -0.48248 0.10992 0.3836
C -0.51612 -1.74119 0.02173 0.0268
C 0.05164 1.73238 -0.13396 0.0046
N 0.86842 -1.63711 -0.19036 0.0779
N 0.24179 0.41644 0.44599 0.0284
N -0.99552 -0.31281 0.22212 0.0323
I 3.26542 0.29533 0.01673 1.4312
H -0.84082 -2.33951 -0.91322 0.0034
H -0.55130 -2.45517 0.78462 0.0037
H -0.23617 1.75851 -1.24126 -0.0005
H -0.40196 2.42808 0.54832 0.0001
H 1.11525 2.27987 -0.14969 0.0036
H -1.56739 0.19432 -0.45632 0.0023
H -1.69392 -0.13666 0.93539 0.0027